[1]
Below is a cluster of 2 separate species, C4H10S in total in a non-equilibrium geometry, with properties calculated with ωB97M-V with the def2-TZVPD basis set.

Computed properties:
- SMILES = C=CC.CS
- energy above the lowest of the compared OMol25 structures with the same formula, charge and spin (kcal/mol) = 28.3

```
! wB97M-V def2-TZVPD RIJCOSX def2/J DEFGRID3
* xyz 0 1
C 1.114 0.197 3.877
H -2.116 -0.237 -4.231
H 0.468 1.408 -3.191
H 3.117 -1.517 3.551
C 2.194 -2.022 3.807
H 1.600 0.737 4.696
C 1.105 -1.290 4.038
H 0.253 -1.838 4.420
C -0.326 1.351 -3.935
H -0.466 2.356 -4.329
H 1.682 0.541 3.012
S -1.924 0.715 -3.342
H 0.069 0.729 -4.735
H 0.113 0.595 3.701
H 2.083 -3.098 3.788
*
```

[2]
Below is the molecule C4H10S in a non-equilibrium geometry, with properties calculated with ωB97M-V with the def2-TZVPD basis set.

Computed properties:
- SMILES = CCCSC
- energy above the lowest of the compared OMol25 structures with the same formula, charge and spin (kcal/mol) = 23.8

```
! wB97M-V def2-TZVPD RIJCOSX def2/J DEFGRID3
* xyz 0 1
H -2.062 -0.134 -1.757
H 0.374 0.107 -1.475
H 1.931 2.117 0.509
C -2.352 -0.597 -0.829
H -2.696 -1.595 -1.109
H 2.147 -0.892 0.148
H 1.259 -0.133 1.464
H 2.923 1.424 -0.861
C 1.590 0.043 0.323
H 3.489 1.247 0.819
C 2.522 1.268 0.128
C 0.270 0.304 -0.414
H -3.071 0.089 -0.443
H -0.089 1.370 -0.555
S -1.024 -0.607 0.501
*
```

[3]
Below is a cluster of 2 separate species, C4H10S2 in total in a non-equilibrium geometry, with properties calculated with ωB97M-V with the def2-TZVPD basis set.

Computed properties:
- SMILES = C=CC.CSS
- energy above the lowest of the compared OMol25 structures with the same formula, charge and spin (kcal/mol) = 59.7

```
! wB97M-V def2-TZVPD RIJCOSX def2/J DEFGRID3
* xyz 0 1
S 1.660 -1.007 -1.861
H -0.800 -1.526 -2.399
C -0.267 -1.214 -1.474
H -1.424 -0.288 3.534
H 1.702 0.720 0.422
H -4.224 -0.285 1.890
C -3.220 0.165 1.483
H -2.736 2.124 2.309
H -0.621 -1.787 -0.515
H -3.269 0.647 0.518
S 2.151 0.715 -0.918
C -1.577 0.763 3.410
H -2.766 -0.833 1.295
H -1.203 1.606 4.045
C -2.440 1.035 2.393
H -0.606 -0.199 -1.500
*
```

[4]
Below is a cluster of 2 separate species, C4H10S2 in total in a non-equilibrium geometry, with properties calculated with ωB97M-V with the def2-TZVPD basis set.

Computed properties:
- SMILES = C=CC.CSS
- energy above the lowest of the compared OMol25 structures with the same formula, charge and spin (kcal/mol) = 61.5

```
! wB97M-V def2-TZVPD RIJCOSX def2/J DEFGRID3
* xyz 0 1
H 0.216 -0.881 -1.874
H 2.366 -2.496 -0.297
C 1.836 -2.111 0.570
H -2.980 1.547 -0.713
H 2.756 -0.090 0.425
H 1.836 -0.142 3.008
H 0.875 0.717 1.759
S -1.133 -0.524 -1.629
C -2.750 2.114 -1.655
C 2.001 -0.828 0.921
H -2.084 3.042 -1.500
H 0.322 -0.756 2.431
H 1.515 -2.776 1.387
C 1.233 -0.258 2.041
H -3.801 2.492 -2.027
S -2.208 0.951 -2.848
*
```

[5]
Below is the molecule C4H10S2 in a non-equilibrium geometry, with properties calculated with ωB97M-V with the def2-TZVPD basis set.

Computed properties:
- SMILES = CCCSSC
- energy above the lowest of the compared OMol25 structures with the same formula, charge and spin (kcal/mol) = 38.3

```
! wB97M-V def2-TZVPD RIJCOSX def2/J DEFGRID3
* xyz 0 1
H 2.019 -1.431 1.360
H -3.338 0.832 0.009
H 0.294 -2.201 -0.625
H 1.104 0.689 -0.534
H 3.100 -0.017 0.777
H 1.882 -0.486 -1.315
C 0.018 -1.178 -0.463
H -2.135 0.891 -1.204
H -2.719 2.420 -0.552
C -2.442 1.379 -0.249
C 2.089 -0.423 0.931
H -0.518 -0.709 -1.289
C 1.330 -0.379 -0.341
S -1.167 -1.006 0.969
S -1.081 1.438 0.837
H 1.565 0.182 1.686
*
```

[6]
Below is a cluster of 2 separate species, C4H10S2 in total in a non-equilibrium geometry, with properties calculated with ωB97M-V with the def2-TZVPD basis set.

Computed properties:
- energy above the lowest of the compared OMol25 structures with the same formula, charge and spin (kcal/mol) = 152.4

```
! wB97M-V def2-TZVPD RIJCOSX def2/J DEFGRID3
* xyz 0 1
H 0.919 -0.480 1.571
H -2.085 1.776 -1.465
H -0.836 1.058 1.457
H -1.532 2.806 0.361
H 1.390 -1.813 0.342
S -1.636 -1.298 -0.125
C -0.200 -0.225 -0.196
C -1.871 1.742 -0.279
C -0.559 1.238 0.369
H 0.259 -0.224 -1.295
H 0.379 1.936 0.173
H -2.903 1.343 0.459
S 2.404 0.321 -0.101
H -1.956 -1.001 1.122
C 1.048 -0.843 0.421
H 3.574 -1.250 -1.005
*
```

[7]
Below is a structure of composition C4H10S2 in a non-equilibrium geometry, with properties calculated with ωB97M-V with the def2-TZVPD basis set.

Computed properties:
- energy above the lowest of the compared OMol25 structures with the same formula, charge and spin (kcal/mol) = 35.3

```
! wB97M-V def2-TZVPD RIJCOSX def2/J DEFGRID3
* xyz 0 1
H -0.023 3.260 -2.078
H -0.178 -1.396 -1.526
H 0.652 0.372 0.764
S -1.158 1.483 -0.735
C -0.664 -1.697 2.020
C 0.499 -0.914 -0.880
H 1.187 -0.444 -1.538
H 1.172 -1.605 -0.330
H -1.527 -1.892 2.856
H 0.253 -1.139 2.425
H 0.602 2.922 -0.399
S -1.602 -0.652 0.985
H -0.409 -2.708 1.656
H 1.073 1.837 -1.866
C -0.170 0.100 0.005
C 0.295 2.473 -1.359
*
```

[8]
Below is a cluster of 2 separate species, C4H10Se in total in a non-equilibrium geometry, with properties calculated with ωB97M-V with the def2-TZVPD basis set.

Computed properties:
- energy above the lowest of the compared OMol25 structures with the same formula, charge and spin (kcal/mol) = 95.2

```
! wB97M-V def2-TZVPD RIJCOSX def2/J DEFGRID3
* xyz 0 1
H 0.875 -2.030 0.630
H -0.997 1.754 -0.014
C 0.123 1.862 0.012
H 0.467 2.608 0.724
H 0.758 -2.515 -0.971
H 1.675 0.521 0.306
H -1.585 0.213 1.627
H 0.453 2.253 -0.980
C -0.079 -0.591 -0.558
Se -2.094 -0.161 0.259
C 0.655 0.450 0.206
H 0.365 0.223 1.386
C 0.214 -1.924 -0.305
H -0.262 0.044 -2.019
H -0.569 -2.706 -0.302
*
```

[9]
Below is the molecule C4H10Si in a non-equilibrium geometry, with properties calculated with ωB97M-V with the def2-TZVPD basis set.

Computed properties:
- SMILES = C=C(C)[SiH2]C
- energy above the lowest of the compared OMol25 structures with the same formula, charge and spin (kcal/mol) = 52.0

```
! wB97M-V def2-TZVPD RIJCOSX def2/J DEFGRID3
* xyz 0 1
H -1.381 -0.903 0.607
H -2.346 0.707 1.688
C -1.480 1.408 1.804
H 1.687 -2.500 -0.641
H 1.843 -1.522 0.714
Si -0.508 0.471 0.411
C 1.226 0.235 -2.098
C 1.144 -1.704 -0.147
H 1.607 -0.277 -2.988
H -1.616 2.448 1.462
H -1.309 1.384 2.889
H 0.855 1.307 -2.231
H 0.220 -2.046 0.118
C 0.994 -0.388 -0.950
H -0.934 1.380 -0.637
*
```

[10]
Below is a cluster of 2 separate species, C4H10Si in total in a non-equilibrium geometry, with properties calculated with ωB97M-V with the def2-TZVPD basis set.

Computed properties:
- energy above the lowest of the compared OMol25 structures with the same formula, charge and spin (kcal/mol) = 102.4

```
! wB97M-V def2-TZVPD RIJCOSX def2/J DEFGRID3
* xyz 0 1
H -1.769 2.241 -0.537
H 2.979 0.758 -0.863
C -0.966 1.798 -1.263
H -0.733 -1.402 2.268
H -2.406 -0.037 0.561
H 2.332 -0.210 1.291
H -1.440 1.634 -2.195
C -0.682 0.520 -0.432
H 0.403 -1.396 0.970
H 2.893 -1.704 -0.593
C -1.374 -0.324 0.333
H -0.084 2.310 -1.376
H -1.212 -2.329 0.824
Si 2.728 -0.396 -0.107
C -0.669 -1.463 1.120
*
```

[11]
Below is a structure of composition C4H11AgN6O16 in a non-equilibrium geometry, with properties calculated with ωB97M-V with the def2-TZVPD basis set.

Computed properties:
- energy above the lowest of the compared OMol25 structures with the same formula, charge and spin (kcal/mol) = 0.0

```
! wB97M-V def2-TZVPD RIJCOSX def2/J DEFGRID3
* xyz -3 2
H 0.508 -2.045 -1.616
O 1.387 3.347 1.573
O -2.745 -2.294 2.625
N -2.134 -2.521 1.549
O -2.383 -3.649 1.062
H -0.306 1.877 -2.960
O 4.026 -1.828 -0.909
H -1.705 1.006 -2.873
N 1.778 2.268 1.959
N 0.675 -1.019 3.978
H 1.193 -1.704 -3.788
O 0.722 -0.972 2.726
H -1.046 -1.782 -1.980
H -0.215 -0.887 -4.533
H 1.116 0.178 -2.101
O -2.140 0.599 3.756
O 2.431 -2.913 -1.681
C -1.201 2.539 -0.693
Ag 0.099 -0.207 0.464
O -0.842 1.187 -1.013
N -1.815 1.415 2.906
O -0.298 -1.441 4.548
O 1.611 1.337 1.157
H -0.376 3.245 -0.778
O -1.397 -1.736 0.966
O 2.009 -1.581 -0.126
N 2.843 -2.082 -0.868
H 1.426 -0.076 -4.313
O 1.564 -0.407 4.640
O -2.113 2.565 3.113
O 2.268 2.167 3.052
C 0.672 -0.755 -3.914
H -1.697 2.768 0.250
C -0.707 1.012 -2.433
H -1.886 2.849 -1.483
O -1.308 1.132 1.856
C 0.194 -0.258 -2.486
N -0.210 -1.334 -1.633
*
```

[12]
Below is a structure of composition C4H11AsN5ReS4, with properties calculated with ωB97M-V with the def2-TZVPD basis set.

Computed properties:
- total energy (Ha) = -4339.3951

```
! wB97M-V def2-TZVPD RIJCOSX def2/J DEFGRID3
* xyz 1 4
C -4.668 0.262 -0.105
H -4.696 -2.734 -1.403
S 2.393 0.529 -0.160
N -3.988 -1.015 -0.361
H -1.347 -4.567 -1.270
H 0.345 -4.298 -1.221
C -0.765 -2.652 -0.744
H -5.843 -1.953 -0.343
N -0.585 -3.932 -1.115
C -4.801 -2.236 -0.436
H -2.450 0.830 0.050
H -4.569 -2.926 0.378
S 3.187 3.158 2.225
H -4.243 1.054 -0.719
C -2.657 -1.058 -0.366
Re 0.160 0.241 -0.030
H 1.108 -2.255 -0.625
H -2.751 -3.023 -0.837
N -1.903 0.002 -0.142
S 0.004 2.466 0.589
N -2.098 -2.290 -0.629
H -4.620 0.538 0.949
As 2.194 2.686 0.468
N 0.198 -1.826 -0.502
S 2.914 4.036 -0.935
H -5.707 0.151 -0.395
*
```